No. 1
{"formula": "C23H38Br2N2O6P", "method": "wB97M-V/def2-TZVPD", "symbols": ["C", "C", "O", "C", "C", "P", "N", "C", "C", "C", "C", "C", "O", "C", "C", "C", "C", "C", "C", "C", "O", "N", "O", "C", "Br", "C", "C", "Br", "H", "H", "H", "H", "H", "H", "H", "H", "H", "H", "H", "H", "H", "H", "H", "H", "H", "H", "H", "H", "H", "H", "H", "H", "H", "H", "H", "H", "H", "H", "H", "H", "O", "C", "O", "C", "C", "C", "H", "H", "H", "H", "H", "H"], "xyz": [[5.9604, -2.9530, 0.5904], [5.8520, -2.1691, -0.7072], [4.6733, -2.5377, -1.3930], [3.9632, -1.4180, -1.9793], [3.0844, -0.7727, -0.9164], [1.8277, 0.5728, -1.4143], [1.6225, -0.1871, -3.0125], [0.6908, 2.0352, -1.9024], [1.1385, 3.0279, -2.9723], [0.2903, -0.2788, -0.6019], [-0.7963, -0.7914, -1.5485], [-0.5505, -2.2682, -1.9469], [-2.1486, -0.6940, -1.0298], [-2.3844, -1.2083, 0.2583], [-3.7534, -1.8444, 0.2834], [-4.9339, -1.1101, 0.4197], [-6.1704, -1.7677, 0.4385], [-6.2483, -3.1578, 0.3201], [-5.0760, -3.9001, 0.1731], [-3.8473, -3.2352, 0.1485], [3.3780, 1.4997, -2.0364], [3.8125, 1.5011, -3.2837], [4.9442, 1.8941, -3.3644], [2.3141, 1.5796, 0.2746], [2.9321, 3.4099, 0.0348], [2.3284, 1.2630, 1.5676], [2.7509, 2.1373, 2.7243], [1.8672, -0.4926, 2.1913], [6.2989, -3.9712, 0.4134], [6.6900, -2.4868, 1.2543], [5.0054, -2.9752, 1.1087], [5.8769, -1.1010, -0.4967], [6.7019, -2.4436, -1.3399], [3.4281, -1.8354, -2.8211], [4.7140, -0.7101, -2.3222], [2.6220, -1.5802, -0.3523], [3.7699, -0.2799, -0.2278], [0.9159, 0.2370, -3.5911], [1.5058, -1.1869, -2.9932], [-0.2604, 1.6405, -2.2592], [0.4164, 2.5482, -0.9799], [0.3771, 3.8017, -3.1000], [2.0898, 3.5092, -2.7825], [1.2126, 2.5251, -3.9377], [0.5813, -1.1581, -0.0319], [-0.1273, 0.4025, 0.1416], [-0.8797, -0.2228, -2.4631], [-0.4741, -2.3498, -3.0318], [-1.3867, -2.8901, -1.6456], [0.3911, -2.6449, -1.5525], [-2.3468, -0.4013, 0.9949], [-1.6590, -1.9651, 0.5633], [-4.9305, -0.0320, 0.5038], [-7.0800, -1.1925, 0.5382], [-7.2115, -3.6481, 0.3428], [-5.1188, -4.9756, 0.0846], [-2.9377, -3.8074, 0.0209], [2.1584, 3.0479, 2.7348], [3.7994, 2.4062, 2.6254], [2.6117, 1.6159, 3.6656], [-4.4066, 2.0368, 0.9124], [-3.9994, 2.3423, 1.9939], [-2.7655, 2.0138, 2.4216], [-2.5881, 2.3987, 3.7926], [-3.6114, 3.5033, 4.0319], [-4.7406, 3.0848, 3.0925], [-2.7650, 1.5225, 4.4205], [-1.5643, 2.7226, 3.9251], [-3.9051, 3.5934, 5.0760], [-3.2012, 4.4621, 3.7117], [-5.4337, 2.3877, 3.5663], [-5.2945, 3.9212, 2.6762]], "atomic_forces_ev_per_a": [[0.19, 0.13, 0.13], [-0.12, -0.59, 0.07], [-0.17, 0.16, -0.07], [0.42, -0.30, 0.57], [0.31, 0.14, -0.15], [-0.93, -0.50, -0.72], [0.21, 0.27, 0.16], [0.24, 0.21, -0.02], [-0.25, -0.08, -0.22], [-0.11, -0.09, 0.17], [-0.40, -0.63, 0.27], [0.28, 0.42, -0.48], [0.24, 0.25, -0.20], [-0.34, 0.18, 0.17], [-0.26, -0.45, -0.02], [-0.41, -0.44, -0.01], [0.46, -0.31, -0.10], [0.40, 0.29, 0.02], [0.05, 0.67, 0.05], [-0.42, 0.06, 0.07], [0.50, -0.12, -0.07], [-0.41, 0.00, 0.20], [0.18, 0.09, -0.04], [-0.01, -0.05, 0.22], [-0.17, 0.05, 0.04], [0.16, 0.27, 0.06], [-0.20, -0.28, -0.02], [0.01, -0.14, 0.17], [-0.14, -0.16, -0.05], [0.08, 0.04, 0.02], [-0.12, 0.02, 0.00], [-0.03, 0.16, -0.08], [0.20, 0.32, -0.07], [-0.07, 0.04, -0.12], [-0.11, 0.12, -0.38], [-0.27, -0.02, -0.08], [0.03, -0.02, 0.13], [-0.08, -0.03, -0.08], [-0.07, -0.05, -0.01], [0.02, -0.34, 0.05], [0.17, 0.12, 0.07], [-0.03, 0.11, 0.06], [0.08, 0.02, 0.15], [0.17, -0.05, -0.07], [0.25, 0.12, 0.07], [-0.18, 0.22, -0.15], [0.06, 0.28, -0.04], [-0.09, -0.07, -0.09], [-0.02, -0.13, 0.19], [-0.03, -0.17, 0.20], [0.09, 0.08, 0.07], [0.21, -0.02, -0.13], [0.26, -0.03, -0.03], [-0.05, 0.08, 0.02], [-0.05, -0.06, 0.00], [0.02, -0.09, -0.04], [0.08, -0.05, 0.03], [0.02, 0.18, 0.02], [0.11, 0.12, -0.01], [0.00, -0.02, 0.08], [-0.01, 0.19, -0.02], [-0.28, -0.12, -0.03], [0.16, -0.03, 0.04], [-0.05, 0.01, 0.09], [-0.10, 0.01, -0.03], [0.30, 0.21, 0.11], [-0.03, 0.00, 0.00], [0.19, 0.00, -0.06], [0.00, -0.06, 0.00], [0.02, -0.01, 0.01], [-0.05, -0.01, -0.04], [-0.12, -0.09, -0.05]], "lowdin_charge": [-0.08, -0.30, -0.17, -0.23, -0.26, 0.66, -0.10, -0.34, -0.17, -0.27, -0.40, -0.04, -0.11, -0.19, -0.17, -0.02, -0.09, -0.11, -0.09, -0.04, -0.38, -0.16, -0.05, -0.64, 0.77, -0.81, -0.23, 0.77, 0.06, 0.07, 0.07, 0.11, 0.11, 0.10, 0.10, 0.05, 0.06, 0.03, 0.01, 0.06, 0.05, 0.06, 0.02, 0.06, 0.01, 0.07, 0.10, 0.07, 0.06, 0.07, 0.12, 0.12, 0.08, 0.09, 0.09, 0.09, 0.10, 0.05, 0.06, 0.03, 0.12, -0.48, 0.03, -0.15, -0.15, -0.07, 0.13, 0.12, 0.11, 0.12, 0.13, 0.12], "lumo_energy_ev": 2.22, "homo_ev": -5.26, "charge": -1, "energy_ev": -189103.2284}



No. 2
{"formula": "C23H38N7O5S2Sr", "method": "wB97M-V/def2-TZVPD", "symbols": ["Sr", "O", "C", "C", "N", "C", "C", "O", "O", "C", "C", "O", "O", "H", "H", "H", "H", "H", "H", "H", "H", "H", "C", "C", "N", "N", "C", "N", "S", "C", "C", "C", "C", "C", "N", "H", "H", "H", "H", "H", "H", "H", "H", "H", "C", "C", "C", "C", "N", "C", "S", "N", "C", "C", "C", "C", "H", "H", "H", "H", "H", "H", "H", "H", "H", "H", "H", "H", "H", "H", "H", "H", "H", "H", "H", "H"], "xyz": [[1.3114, 1.9195, 0.6818], [2.3721, 4.7195, -0.3565], [3.7377, 4.8887, -0.7035], [4.3075, 3.5731, -1.2771], [3.6942, 2.2662, -0.9891], [4.6083, 1.5734, -0.1275], [4.5279, 2.2329, 1.3349], [5.5940, 2.2196, 1.9008], [3.4266, 2.7270, 1.7726], [3.3566, 1.5070, -2.2356], [2.6819, 0.1131, -1.9175], [2.7102, -0.8819, -2.6382], [2.0662, 0.1562, -0.7849], [2.0663, 5.4747, 0.2029], [4.3667, 5.2736, 0.0704], [3.8506, 5.5725, -1.5601], [5.3641, 3.5156, -1.0275], [4.2163, 3.6283, -2.3782], [5.6312, 1.5882, -0.4880], [4.3845, 0.4963, -0.1505], [4.2478, 1.3127, -2.8174], [2.6440, 2.0128, -2.8485], [-1.5600, -1.5459, 2.6736], [-0.4831, -0.5184, 2.3129], [-0.6187, 0.7529, 2.1460], [-1.8599, 1.3708, 2.3123], [-1.7094, 2.6866, 2.4088], [-2.7977, 3.3421, 2.8951], [-0.4338, 3.7396, 1.8878], [0.9308, -1.0283, 2.3924], [1.9175, -0.2640, 2.9843], [3.2038, -0.7653, 3.0651], [3.4621, -2.0598, 2.5854], [2.3923, -2.7673, 2.0411], [1.1343, -2.2909, 1.9703], [-2.5710, -1.2103, 2.4282], [-1.5884, -1.6607, 3.7682], [-1.3258, -2.5259, 2.2252], [-3.5621, 2.8657, 3.3609], [-2.6635, 4.3502, 3.0372], [1.6861, 0.7230, 3.3888], [4.0211, -0.2417, 3.5284], [4.4582, -2.4502, 2.6575], [2.5186, -3.7464, 1.6373], [-2.6855, -4.2441, -0.3601], [-1.6953, -4.3597, -1.4969], [-1.1653, -3.0637, -2.0580], [-0.4280, -2.2627, -0.9305], [-0.2929, -0.8554, -1.2706], [-1.2707, 0.0496, -1.1499], [-1.0129, 1.6495, -1.6611], [-2.4022, -0.3780, -0.6044], [-3.5634, 0.4364, -0.3064], [-4.8913, -0.2904, -0.6000], [-5.2482, -0.3537, -2.1098], [-4.1747, -1.0496, -2.9496], [-2.9913, -5.2134, -0.0327], [-3.5614, -3.6407, -0.7150], [-2.1969, -3.7951, 0.5351], [-2.1392, -4.9372, -2.2980], [-0.8276, -4.9407, -1.1169], [-1.9715, -2.4505, -2.4072], [-0.4699, -3.1901, -2.9093], [0.6199, -2.6393, -0.8577], [-0.8547, -2.3974, 0.0836], [0.6349, -0.5022, -1.4308], [-2.4553, -1.2795, -0.1949], [-3.5207, 1.3561, -0.9595], [-3.5138, 0.7553, 0.7452], [-5.6878, 0.2638, -0.1019], [-4.8093, -1.2872, -0.1376], [-5.4417, 0.6668, -2.4619], [-6.1614, -0.9352, -2.2514], [-3.2408, -0.4232, -2.9800], [-4.4529, -1.3904, -3.9482], [-3.8454, -1.9430, -2.4342]], "atomic_forces_ev_per_a": [[1.06, 0.30, -0.67], [-0.38, 0.95, 0.67], [-0.34, -0.73, -1.17], [-0.70, -0.34, -1.56], [-0.75, 0.23, -0.80], [-1.01, -0.70, 1.10], [-0.89, -0.41, -1.12], [1.72, 0.04, 1.33], [0.19, -0.89, -0.83], [0.58, -1.37, 1.14], [0.04, 0.51, 1.20], [0.36, 0.83, -0.36], [0.27, -0.25, -0.29], [0.48, -0.99, -0.69], [0.08, 0.04, 1.00], [-0.26, 0.27, 0.30], [0.22, 0.21, -0.09], [0.32, 0.42, 0.36], [0.50, 0.48, 0.04], [-0.33, 0.28, 0.64], [0.43, -0.03, -0.41], [-0.49, 0.75, -0.31], [0.00, 0.47, 0.05], [-0.48, 0.05, 0.42], [-0.31, -0.31, 0.00], [1.21, -0.52, 0.57], [-0.42, -0.17, -0.54], [-0.28, 1.15, 0.27], [-0.44, 0.27, 0.66], [-0.91, -0.76, -0.32], [0.52, 0.79, 0.17], [0.23, -1.22, -0.18], [-0.93, 0.94, 0.03], [-0.55, 0.89, 0.28], [0.91, 0.33, 0.07], [0.22, 0.05, -0.32], [0.25, -0.11, -0.18], [-0.09, 0.49, 0.24], [0.48, -0.02, -0.21], [-0.31, -0.99, -0.14], [0.02, -0.25, -0.11], [-0.01, 0.49, 0.03], [0.21, -0.32, -0.13], [0.16, -0.64, -0.15], [0.02, 1.42, 0.10], [1.05, -0.90, 0.05], [0.82, 0.71, 1.09], [1.00, -0.22, -0.59], [-1.26, -0.55, 0.09], [1.12, -0.22, -0.05], [0.00, 0.21, 0.07], [-1.34, 0.61, 0.12], [-0.61, 1.29, -0.75], [0.58, 0.11, -0.45], [0.18, -0.54, 0.13], [1.32, 0.70, 0.37], [-0.53, -0.70, 0.05], [0.52, -0.45, 0.68], [-0.61, 0.00, -0.62], [-0.11, -0.30, -0.25], [-0.35, 0.08, -0.30], [-0.49, 0.32, -0.29], [-0.31, -0.12, 0.47], [-0.76, 0.23, 0.06], [0.10, 0.06, -0.64], [0.48, 0.11, 0.01], [0.34, -0.82, 0.17], [0.16, -0.86, 0.81], [-0.04, 0.00, -0.30], [0.00, -0.11, 0.20], [-0.36, 0.03, -0.24], [0.06, -0.16, -0.01], [-0.27, 0.18, 0.22], [-0.92, -0.48, -0.40], [-0.24, 0.48, -0.03], [-0.14, -0.35, 0.21]], "lowdin_charge": [1.19, -0.11, -0.23, -0.16, -0.20, -0.14, -0.69, 0.00, -0.20, -0.07, -0.64, 0.02, -0.29, 0.11, 0.11, 0.11, 0.12, 0.11, 0.11, 0.12, 0.11, 0.11, -0.03, -0.28, -0.07, -0.02, -0.91, 0.02, 0.44, -0.26, -0.05, -0.04, -0.04, -0.12, 0.12, 0.06, 0.08, 0.05, 0.09, 0.07, 0.12, 0.11, 0.09, 0.09, -0.11, -0.28, -0.17, -0.17, 0.02, -0.86, 0.59, 0.01, -0.22, -0.19, -0.25, -0.11, 0.06, 0.08, 0.06, 0.10, 0.12, 0.06, 0.13, 0.13, 0.07, 0.04, 0.10, 0.10, 0.09, 0.10, 0.10, 0.10, 0.09, 0.08, 0.07, 0.03], "lumo_energy_ev": 2.54, "homo_ev": -5.18, "charge": -1, "energy_ev": -67648.2882}



No. 3
{"formula": "C23H38O", "method": "wB97M-V/def2-TZVPD", "symbols": ["C", "C", "O", "C", "C", "C", "C", "C", "C", "C", "C", "C", "C", "C", "C", "C", "C", "C", "C", "C", "C", "C", "C", "C", "H", "H", "H", "H", "H", "H", "H", "H", "H", "H", "H", "H", "H", "H", "H", "H", "H", "H", "H", "H", "H", "H", "H", "H", "H", "H", "H", "H", "H", "H", "H", "H", "H", "H", "H", "H", "H", "H"], "xyz": [[2.6164, -4.8821, -3.6451], [3.5422, -3.7008, -3.7574], [4.4824, -3.5326, -3.0205], [3.1863, -2.7108, -4.8444], [2.3458, -1.5622, -4.2452], [0.9661, -2.0078, -3.8757], [0.4975, -2.1749, -2.6421], [1.3311, -1.9349, -1.4162], [-0.9348, -2.5821, -2.4244], [-1.8476, -1.3502, -2.2637], [-1.5046, -0.5562, -1.0430], [-0.9100, 0.6309, -1.0127], [-0.4995, 1.3819, -2.2493], [-0.6376, 1.3229, 0.2922], [-1.5461, 2.5496, 0.4865], [-1.2547, 3.1983, 1.8020], [-2.0430, 3.2743, 2.8674], [-3.4453, 2.7425, 2.9371], [-1.5506, 3.9212, 4.1347], [-0.9558, 2.8725, 5.0954], [0.2765, 2.2518, 4.5169], [0.3901, 1.0162, 4.0461], [1.6814, 0.5054, 3.4801], [-0.7395, 0.0222, 4.0561], [2.8970, -5.5080, -2.8021], [1.5962, -4.5228, -3.5193], [2.6603, -5.4670, -4.5616], [4.1092, -2.2894, -5.2464], [2.6269, -3.1960, -5.6443], [2.2704, -0.7747, -5.0001], [2.8710, -1.1562, -3.3814], [0.3155, -2.2106, -4.7185], [0.8096, -2.2712, -0.5248], [1.5434, -0.8733, -1.2973], [2.2803, -2.4639, -1.4821], [-1.0152, -3.2049, -1.5312], [-1.2913, -3.1623, -3.2790], [-1.7716, -0.7355, -3.1601], [-2.8804, -1.7002, -2.1790], [-1.7630, -1.0363, -0.1068], [-1.3658, 1.8473, -2.7203], [0.2108, 2.1664, -1.9996], [-0.0359, 0.7176, -2.9752], [-0.8036, 0.6350, 1.1223], [0.4051, 1.6502, 0.3288], [-1.3564, 3.2667, -0.3164], [-2.5876, 2.2375, 0.4142], [-0.2588, 3.6183, 1.8719], [-3.6213, 1.9502, 2.2152], [-4.1567, 3.5463, 2.7409], [-3.6521, 2.3556, 3.9333], [-2.3764, 4.4328, 4.6341], [-0.7799, 4.6588, 3.9036], [-1.7044, 2.1117, 5.3146], [-0.6970, 3.3720, 6.0334], [1.1336, 2.9120, 4.4712], [2.0186, -0.3670, 4.0401], [1.5437, 0.1998, 2.4429], [2.4581, 1.2648, 3.5190], [-1.6347, 0.4487, 3.6091], [-0.9796, -0.2770, 5.0766], [-0.4649, -0.8705, 3.4993]], "atomic_forces_ev_per_a": [[0.19, -0.15, 0.31], [-0.29, -0.21, -0.30], [0.12, 0.10, 0.10], [0.22, 0.40, 0.10], [-0.03, -0.12, -0.09], [0.02, 0.12, 0.07], [-0.13, -0.07, -0.12], [0.14, -0.01, -0.05], [-0.18, 0.18, -0.24], [0.04, -0.16, 0.12], [-0.08, 0.02, -0.12], [0.06, -0.03, 0.19], [-0.08, -0.10, -0.01], [-0.29, 0.01, -0.12], [0.16, -0.12, 0.19], [-0.11, 0.05, -0.18], [-0.02, 0.26, 0.07], [0.12, -0.02, -0.16], [0.07, -0.16, -0.01], [0.06, 0.08, -0.10], [-0.09, 0.00, 0.17], [0.19, -0.03, 0.01], [-0.05, 0.16, 0.07], [0.01, 0.13, 0.07], [0.03, -0.02, 0.03], [-0.07, -0.02, -0.06], [-0.04, -0.04, -0.13], [0.01, -0.10, -0.02], [0.00, -0.03, -0.05], [0.06, 0.04, 0.07], [0.06, 0.08, -0.02], [-0.19, -0.09, -0.07], [0.01, 0.01, 0.10], [0.06, 0.08, 0.10], [0.12, -0.02, 0.07], [-0.02, -0.08, 0.00], [0.01, -0.06, 0.04], [-0.05, -0.02, -0.06], [-0.04, 0.05, -0.07], [0.02, 0.00, 0.23], [0.00, 0.10, -0.10], [0.06, 0.10, -0.02], [0.04, -0.01, -0.11], [0.04, -0.04, 0.06], [0.09, -0.01, 0.06], [-0.07, 0.01, -0.07], [-0.02, 0.01, -0.07], [0.14, 0.12, 0.11], [-0.10, -0.08, -0.03], [-0.11, 0.02, 0.04], [-0.07, -0.07, 0.08], [0.01, 0.10, 0.00], [-0.02, 0.06, 0.02], [-0.06, -0.03, 0.09], [-0.08, -0.07, 0.05], [0.21, 0.03, -0.06], [0.07, -0.11, -0.01], [0.03, -0.09, -0.12], [0.10, 0.04, -0.01], [-0.16, -0.02, -0.04], [-0.08, -0.09, 0.04], [-0.04, -0.09, -0.05]], "nbo_charge": [-0.73, 0.61, -0.55, -0.50, -0.42, -0.23, 0.04, -0.67, -0.41, -0.43, -0.20, 0.03, -0.67, -0.41, -0.42, -0.19, 0.02, -0.66, -0.42, -0.43, -0.20, 0.04, -0.63, -0.66, 0.23, 0.24, 0.23, 0.23, 0.21, 0.22, 0.22, 0.19, 0.22, 0.23, 0.23, 0.20, 0.21, 0.21, 0.21, 0.19, 0.22, 0.21, 0.23, 0.21, 0.20, 0.21, 0.20, 0.19, 0.21, 0.22, 0.21, 0.21, 0.21, 0.20, 0.21, 0.19, 0.21, 0.21, 0.21, 0.22, 0.22, 0.21], "lumo_energy_ev": 0.74, "homo_ev": -8.49, "smiles": "CC(=O)CC/C=C(\\C)CC/C=C(\\C)CC/C=C(\\C)CCC=C(C)C", "energy_ev": -26513.9063}



no.,F_max (eV Å⁻¹)
1,1.28
2,2.17
3,0.47